[1]
A 4-piece molecular cluster, C25H18Cl3F3O3 overall, computed with ωB97M-V/def2-TZVPD.

The SMILES is C/C(Cl)=C(\Cl)C1=C(Cl)C(=O)OC1=O.Fc1ccccc1.Fc1ccccc1.Fc1ccccc1. The LUMO energy comes out at -2.07 eV. The calculation puts the HOMO-LUMO gap at 6.94 eV. Its highest occupied orbital energy is -9.01 eV.

```
! wB97M-V def2-TZVPD RIJCOSX def2/J DEFGRID3
* xyz 0 1
C 4.57 0.38 0.92
C 2.93 0.12 0.95
Cl 2.34 -0.91 2.42
C 1.97 0.62 -0.07
Cl 2.53 1.66 -1.49
C 0.37 0.18 0.16
C -0.55 0.58 1.26
Cl -0.15 1.72 2.66
C -1.91 -0.26 0.87
O -2.92 -0.26 1.74
O -1.78 -0.94 -0.44
C -0.38 -0.84 -0.93
O 0.10 -1.43 -2.03
H 5.05 -0.66 0.63
H 4.89 1.23 0.18
H 4.88 0.58 2.04
F 0.73 -2.53 4.60
C 0.31 -3.75 4.23
C 1.05 -4.48 3.32
C 0.62 -5.75 2.94
C -0.57 -6.27 3.48
C -1.31 -5.52 4.39
C -0.87 -4.25 4.77
H 1.97 -4.07 2.91
H 1.20 -6.34 2.24
H -0.91 -7.26 3.18
H -2.24 -5.91 4.80
H -1.43 -3.66 5.48
F -5.70 -1.44 -5.16
C -5.76 -1.28 -3.83
C -6.98 -1.44 -3.18
C -7.04 -1.28 -1.80
C -5.89 -0.96 -1.08
C -4.67 -0.80 -1.74
C -4.60 -0.97 -3.12
H -7.86 -1.68 -3.75
H -7.99 -1.41 -1.28
H -5.94 -0.84 0.00
H -3.77 -0.54 -1.18
H -3.66 -0.85 -3.66
F 2.87 4.31 -0.38
C 3.49 5.13 -1.24
C 4.49 5.98 -0.78
C 5.14 6.83 -1.68
C 4.76 6.82 -3.03
C 3.75 5.97 -3.48
C 3.12 5.12 -2.58
H 4.76 5.97 0.27
H 5.93 7.49 -1.34
H 5.27 7.49 -3.73
H 3.46 5.97 -4.53
H 2.33 4.44 -2.91
*
```

These are the Mulliken partial charges, in e, on atoms 1 to 6: -0.89, 0.20, -0.10, -0.11, -0.15, 0.02


[2]
C25H18ClN4OPtSSe as an isolated structure, computed with ωB97M-V/def2-TZVPD.

The LUMO energy (alpha / beta) comes out at -10.54 / -13.56 eV. The calculation puts the HOMO-LUMO gap (alpha / beta) at 5.72 / 3.22 eV. The value obtained for the relative energy (zero: lowest compared OMol25 entry of this formula, charge and spin) is 0.0 kcal per mole. Its highest occupied orbital energy (alpha / beta) is -16.25 / -16.78 eV.

```
! wB97M-V def2-TZVPD RIJCOSX def2/J DEFGRID3
* xyz 3 5
Pt -1.17 -0.85 -0.16
Se -0.37 2.85 -6.78
N 0.68 1.67 -5.96
C 0.05 1.38 -4.81
C 0.59 0.46 -3.83
C 1.84 -0.17 -4.01
C 2.26 -1.07 -3.06
C 1.46 -1.27 -1.90
N 0.33 -0.56 -1.70
C -0.17 0.21 -2.72
C -1.48 0.77 -2.56
N -2.15 0.47 -1.41
C -3.35 1.03 -1.19
C -3.91 1.97 -2.05
C -3.25 2.30 -3.22
C -2.02 1.68 -3.46
C -1.21 1.97 -4.61
N -1.68 2.77 -5.56
H 2.42 0.03 -4.91
H 3.15 -1.64 -3.22
H 1.77 -1.96 -1.10
H -3.81 0.77 -0.23
H -4.83 2.45 -1.76
H -3.66 2.99 -3.94
O -0.79 0.71 1.02
S 0.83 0.65 1.38
C 0.73 1.39 3.00
C 1.78 2.12 3.51
C 1.78 2.47 4.87
C 0.79 1.98 5.70
C -0.34 1.36 5.14
C -0.35 1.09 3.79
C 1.13 -1.05 1.93
C 0.11 -1.92 2.33
C 0.44 -3.18 2.83
C 1.76 -3.60 2.89
C 2.75 -2.74 2.41
C 2.46 -1.47 1.91
H 2.62 2.36 2.85
H 2.61 3.05 5.27
H 0.88 2.15 6.77
H -1.18 1.01 5.77
H -1.20 0.60 3.31
H -0.91 -1.52 2.39
H -0.35 -3.80 3.20
H 2.03 -4.52 3.39
H 3.83 -2.99 2.36
H 3.28 -0.83 1.57
Cl -0.71 -3.92 -0.56
C -1.55 -2.46 -1.29
H -2.62 -2.76 -1.25
H -1.26 -2.43 -2.36
*
```

These are the Mulliken partial charges, in e, on atoms 1 to 6: 1.72, 0.66, -0.74, 0.94, 0.14, -0.65


[3]
C25H18F3KN7 as an isolated structure, computed with ωB97M-V/def2-TZVPD.

The LUMO energy comes out at 1.91 eV. The calculation puts the HOMO-LUMO gap at 5.33 eV. The value obtained for the relative energy (zero: lowest compared OMol25 entry of this formula, charge and spin) is 22.8 kcal per mole. Its highest occupied orbital energy is -3.42 eV.

```
! wB97M-V def2-TZVPD RIJCOSX def2/J DEFGRID3
* xyz -1 1
K 1.21 -0.24 0.47
C -0.74 -3.66 3.17
C -0.53 -3.03 1.92
N -0.70 -1.75 1.72
C -1.10 -0.96 2.76
C -1.29 -1.50 4.05
C -1.11 -2.89 4.22
C -1.64 -0.65 5.14
C -1.78 0.69 4.90
C -1.64 1.24 3.62
C -1.32 0.47 2.50
N -1.09 0.87 1.23
C -1.53 2.01 0.68
C -2.53 2.88 1.13
C -2.91 4.03 0.41
C -2.33 4.39 -0.77
C -1.34 3.53 -1.32
C -0.71 3.81 -2.55
C 0.21 2.94 -3.07
C 0.49 1.78 -2.33
N -0.05 1.50 -1.17
C -0.96 2.35 -0.64
H -0.58 -4.73 3.27
H -0.19 -3.60 1.06
H -1.26 -3.32 5.21
H -1.76 -1.07 6.13
H -2.01 1.35 5.73
H -1.74 2.31 3.51
H -3.05 2.66 2.05
H -3.69 4.66 0.83
H -2.62 5.29 -1.30
H -0.98 4.71 -3.08
H 0.71 3.13 -4.01
H 1.22 1.06 -2.71
N 2.93 -1.68 -3.92
C 4.11 -1.12 -3.46
C 3.92 -0.87 -2.14
N 2.65 -1.27 -1.77
C 2.09 -1.74 -2.84
C 0.70 -2.21 -2.87
N 0.04 -2.60 -1.81
C -1.23 -2.86 -2.25
C -1.34 -2.62 -3.58
N -0.08 -2.21 -3.98
H 2.76 -2.03 -4.84
H 4.95 -0.97 -4.11
H 4.59 -0.45 -1.40
H -2.00 -3.18 -1.57
H -2.16 -2.69 -4.27
H 0.17 -1.86 -4.89
F 4.56 1.11 2.33
C 3.94 0.21 1.46
F 5.08 -0.33 0.78
F 3.65 -0.87 2.35
*
```

These are the Mulliken partial charges, in e, on atoms 1 to 6: 1.22, -0.76, -0.23, -0.40, 0.28, 1.42


[4]
C25H19BF4NOOsS3 as an isolated structure, computed with ωB97M-V/def2-TZVPD.

The LUMO energy (alpha / beta) comes out at -3.19 / -6.78 eV. The calculation puts the HOMO-LUMO gap (alpha / beta) at 7.82 / 4.20 eV. The value obtained for the relative energy (zero: lowest compared OMol25 entry of this formula, charge and spin) is 25.8 kcal per mole. Its highest occupied orbital energy (alpha / beta) is -11.00 / -10.98 eV.

```
! wB97M-V def2-TZVPD RIJCOSX def2/J DEFGRID3
* xyz 1 5
Os -0.53 0.89 0.18
N 1.56 0.92 0.13
C 2.46 2.05 0.21
C 3.80 1.80 0.49
C 4.71 2.83 0.56
C 4.27 4.13 0.37
C 2.95 4.38 0.08
C 2.01 3.35 -0.04
C 0.61 3.67 -0.39
C 0.39 4.81 -1.18
C -0.89 5.28 -1.42
C -1.99 4.66 -0.83
C -1.78 3.50 -0.10
C -0.52 2.92 0.03
H 1.84 0.26 0.87
H 1.75 0.42 -0.75
H 4.12 0.78 0.65
H 5.75 2.63 0.77
H 4.97 4.95 0.45
H 2.62 5.41 -0.03
H 1.23 5.33 -1.61
H -1.03 6.16 -2.03
H -2.98 5.05 -0.94
H -2.65 3.03 0.35
F -4.62 1.28 1.35
B -4.49 0.83 0.13
F -2.44 0.64 0.26
F -4.76 -0.43 -0.12
F -4.46 1.68 -0.87
O -0.15 -1.05 0.13
C -0.42 -2.40 0.18
C -0.69 -2.83 1.60
C -0.96 -2.04 2.68
C -1.10 -2.77 3.87
C -0.92 -4.12 3.68
S -0.58 -4.51 2.05
C 0.86 -3.09 -0.29
C 1.10 -4.19 -1.04
C 2.48 -4.39 -1.28
C 3.26 -3.43 -0.71
S 2.33 -2.28 0.15
C -1.57 -2.76 -0.72
C -1.59 -2.68 -2.09
C -2.82 -3.08 -2.64
C -3.72 -3.46 -1.68
S -3.10 -3.31 -0.10
H -1.08 -0.96 2.61
H -1.32 -2.33 4.82
H -0.97 -4.89 4.42
H 0.34 -4.85 -1.42
H 2.88 -5.20 -1.87
H 4.33 -3.34 -0.73
H -0.75 -2.35 -2.68
H -3.03 -3.08 -3.69
H -4.72 -3.82 -1.83
*
```

These are the Mulliken partial charges, in e, on atoms 1 to 6: 1.30, -0.82, 0.42, -0.53, -0.67, -0.74


[5]
C25H19BIrN5O8S2 as an isolated structure, computed with ωB97M-V/def2-TZVPD.

The LUMO energy (alpha / beta) comes out at 1.71 / -0.53 eV. The calculation puts the HOMO-LUMO gap (alpha / beta) at 7.63 / 5.82 eV. The value obtained for the relative energy (zero: lowest compared OMol25 entry of this formula, charge and spin) is 0.0 kcal per mole. Its highest occupied orbital energy (alpha / beta) is -5.92 / -6.35 eV.

```
! wB97M-V def2-TZVPD RIJCOSX def2/J DEFGRID3
* xyz -1 2
Ir -0.58 0.80 -0.02
O -0.31 1.00 4.03
C -0.16 1.05 2.83
N -1.06 0.62 1.88
C -2.30 0.08 2.05
C -2.88 -0.24 3.30
C -4.13 -0.77 3.34
C -4.86 -1.02 2.16
C -4.34 -0.73 0.93
C -3.05 -0.18 0.84
N -2.42 0.16 -0.32
C -2.87 0.05 -1.61
O -3.98 -0.27 -1.97
C -1.76 0.38 -2.59
C -1.98 0.22 -3.94
C -0.93 0.44 -4.82
C 0.30 0.80 -4.31
C 0.45 0.94 -2.94
N -0.57 0.76 -2.10
C 1.07 1.63 2.18
C 2.07 2.13 2.98
C 3.19 2.68 2.37
C 3.24 2.74 0.99
C 2.19 2.22 0.26
N 1.14 1.66 0.84
H -2.31 -0.05 4.20
H -4.58 -1.02 4.30
H -5.85 -1.46 2.23
H -4.89 -0.92 0.02
H -2.96 -0.10 -4.27
H -1.07 0.31 -5.88
H 1.16 0.94 -4.95
H 1.41 1.14 -2.48
H 1.96 2.06 4.05
H 4.01 3.06 2.97
H 4.09 3.15 0.47
H 2.20 2.23 -0.82
O 4.70 -0.71 -0.02
S 3.26 -0.86 0.07
O 2.72 -0.60 1.39
O 2.55 -0.20 -1.02
C 2.95 -2.61 -0.17
C 4.05 -3.44 0.00
C 3.94 -4.82 -0.08
C 2.70 -5.38 -0.33
C 1.60 -4.57 -0.51
C 1.70 -3.18 -0.43
S 0.16 -2.35 -0.88
O -0.85 -3.36 -0.68
O 0.34 -1.89 -2.24
O -0.15 -1.23 0.07
H 5.01 -2.97 0.19
H 4.82 -5.44 0.05
H 2.59 -6.46 -0.40
H 0.63 -5.00 -0.70
B -2.07 5.27 -0.09
C -1.57 3.78 -0.07
N -1.19 2.69 -0.04
H -1.68 5.75 -1.14
H -1.57 5.82 0.87
H -3.28 5.24 -0.03
*
```

These are the Mulliken partial charges, in e, on atoms 1 to 6: 1.32, -0.73, 0.35, 0.37, 0.84, -1.15